1.
The molecule C17H24N2O2S. Source: OMol25; level of theory: ωB97M-V with the def2-TZVPD basis set.

Computed properties:
energy relative to the best compared isomer or geometry (same formula, charge and spin) = 39.0 kcal per mole
HOMO level = -8.07 eV
SMILES string = COCCNC(=S)N1CCC(C(=O)c2ccc(C)cc2)CC1

```
46
Properties=species:S:1:pos:R:3:nbo_charge:R:1
C 2.128 1.484 -1.399 -0.27
O 2.627 0.255 -1.881 -0.55
C 4.019 0.100 -1.766 -0.07
C 4.486 -0.185 -0.325 -0.26
N 3.726 -1.266 0.248 -0.60
C 2.668 -1.053 1.072 0.33
S 2.600 0.301 2.032 -0.30
N 1.734 -2.030 1.147 -0.44
C 0.702 -1.962 2.158 -0.22
C -0.520 -1.189 1.640 -0.41
C -0.639 -1.396 0.117 -0.33
C -2.081 -1.187 -0.310 0.58
O -2.765 -2.111 -0.697 -0.55
C -2.628 0.185 -0.193 -0.12
C -1.846 1.327 -0.021 -0.19
C -2.440 2.570 0.076 -0.22
C -3.822 2.717 0.009 0.01
C -4.453 4.070 0.098 -0.63
C -4.601 1.578 -0.169 -0.23
C -4.014 0.335 -0.273 -0.15
C -0.143 -2.799 -0.229 -0.40
C 1.372 -2.856 0.006 -0.22
H 2.176 1.546 -0.306 0.20
H 2.680 2.327 -1.828 0.17
H 1.089 1.536 -1.722 0.19
H 4.261 -0.755 -2.406 0.18
H 4.545 0.987 -2.147 0.17
H 4.342 0.688 0.314 0.25
H 5.548 -0.446 -0.337 0.20
H 3.724 -2.118 -0.294 0.39
H 1.113 -1.474 3.042 0.25
H 0.433 -2.989 2.417 0.19
H -1.418 -1.553 2.141 0.21
H -0.409 -0.130 1.869 0.23
H -0.004 -0.673 -0.404 0.22
H -0.771 1.265 0.026 0.22
H -1.820 3.445 0.208 0.21
H -3.846 4.743 0.699 0.22
H -5.449 4.008 0.529 0.22
H -4.545 4.501 -0.900 0.23
H -5.676 1.671 -0.226 0.21
H -4.616 -0.551 -0.411 0.23
H -0.672 -3.531 0.383 0.21
H -0.360 -3.028 -1.272 0.23
H 1.869 -2.468 -0.887 0.21
H 1.698 -3.891 0.173 0.20
```

=====

2.
A cluster of 6 separate species, C16H45NO12 in total at a distorted geometry. Source: OMol25; level of theory: ωB97M-V with the def2-TZVPD basis set.

Computed properties:
energy relative to the best compared isomer or geometry (same formula, charge and spin) = 4.1 kcal per mole
spin multiplicity = 2
HOMO level (spin up / spin down) = -11.50 / -11.50 eV
total charge = +1

```
74
Properties=species:S:1:pos:R:3:mulliken_spin:R:1
C 21.849 -1.144 3.342 0.00
O 20.724 -1.114 2.446 0.00
C 21.004 -1.742 1.174 0.02
C 19.705 -2.234 0.414 0.03
N 19.949 -3.124 -0.727 0.73
C 20.841 -2.678 -1.808 0.03
C 20.676 -3.636 -3.057 0.01
O 21.552 -3.352 -4.150 0.00
C 21.403 -4.322 -5.204 0.00
H 21.587 -0.702 4.303 0.00
H 22.680 -0.700 2.793 0.00
H 22.130 -2.166 3.594 0.00
H 21.616 -2.605 1.437 0.00
H 21.600 -1.059 0.570 0.00
H 19.283 -1.324 -0.012 0.07
H 18.887 -2.508 1.080 0.03
H 19.031 -3.289 -1.113 -0.02
H 21.884 -2.672 -1.491 0.01
H 20.477 -1.675 -2.030 0.05
H 19.646 -3.672 -3.413 0.00
H 20.848 -4.625 -2.634 0.00
H 22.138 -4.235 -6.005 0.00
H 20.362 -4.300 -5.526 0.00
H 21.582 -5.295 -4.748 0.00
C 18.664 -8.419 -4.264 0.00
C 18.844 -7.023 -3.775 0.00
O 17.642 -6.355 -3.481 0.00
O 19.770 -9.214 -4.463 0.00
H 18.042 -8.452 -5.158 0.00
H 18.026 -8.972 -3.576 0.00
H 19.410 -6.337 -4.405 0.00
H 19.483 -7.021 -2.891 0.00
H 17.161 -6.234 -4.303 0.00
H 19.523 -10.131 -4.603 0.00
C 13.648 -4.130 -2.758 0.00
C 14.189 -5.252 -1.791 0.00
O 13.554 -6.507 -2.030 0.00
O 14.365 -4.200 -3.951 0.00
H 13.919 -3.157 -2.349 0.00
H 12.578 -4.124 -2.966 0.00
H 13.905 -5.021 -0.765 0.00
H 15.269 -5.396 -1.767 0.00
H 13.732 -6.813 -2.922 0.00
H 14.020 -3.569 -4.587 0.00
C 17.832 -6.094 -0.263 0.00
C 18.429 -5.651 1.077 0.00
O 19.793 -5.287 1.042 0.05
O 17.672 -4.945 -1.169 0.00
H 16.805 -6.403 -0.069 0.00
H 18.445 -6.852 -0.751 0.00
H 18.376 -6.508 1.748 0.01
H 17.861 -4.886 1.607 0.00
H 19.855 -4.631 0.343 -0.01
H 17.341 -5.329 -1.984 0.00
C 13.648 -8.102 1.166 0.00
C 13.733 -6.610 1.681 0.00
O 15.085 -6.208 1.881 0.00
O 14.264 -8.184 -0.061 0.00
H 12.616 -8.401 0.979 0.00
H 14.171 -8.852 1.759 0.00
H 13.154 -6.563 2.603 0.00
H 13.190 -5.952 1.002 0.00
H 15.497 -6.856 2.456 0.00
H 13.854 -7.544 -0.647 0.00
C 20.220 -3.561 5.036 0.00
C 19.730 -5.022 4.541 0.00
O 20.533 -5.662 3.629 0.00
O 19.539 -3.159 6.219 0.00
H 20.126 -3.022 4.093 0.00
H 21.273 -3.565 5.316 0.00
H 18.721 -4.939 4.137 0.00
H 19.529 -5.540 5.478 0.00
H 20.159 -5.565 2.750 0.00
H 20.156 -2.536 6.609 0.00
```

=====

3.
A structure of composition C31H30ClFeN2O4P2 at a distorted geometry. Source: OMol25; level of theory: ωB97M-V with the def2-TZVPD basis set.

Computed properties:
energy relative to the best compared isomer or geometry (same formula, charge and spin) = 6.6 kcal per mole
spin multiplicity = 5
HOMO level (spin up / spin down) = -4.15 / -4.22 eV
total charge = -1

```
71
Properties=species:S:1:pos:R:3:mulliken_spin:R:1
Fe 0.454 0.598 -0.260 3.69
O 1.217 2.430 -0.337 0.07
C 0.814 3.403 -1.083 0.02
C 1.763 4.248 -1.711 0.00
C 1.390 5.340 -2.459 0.00
C 0.038 5.653 -2.630 0.01
C -0.911 4.846 -2.044 0.00
C -0.569 3.715 -1.285 -0.01
C -1.628 2.945 -0.698 0.02
N -1.470 1.843 -0.057 0.03
N -2.601 1.346 0.521 -0.01
C -2.385 0.299 1.267 0.00
O -1.237 -0.245 1.447 0.00
C -3.548 -0.298 1.958 0.02
C -4.859 0.069 1.648 0.00
C -5.921 -0.486 2.340 0.00
C -5.696 -1.420 3.345 0.00
C -4.395 -1.803 3.645 0.00
C -3.330 -1.250 2.954 0.00
H 2.809 3.996 -1.578 0.00
H 2.150 5.964 -2.916 0.00
H -0.257 6.512 -3.221 0.00
H -1.965 5.078 -2.163 0.00
H -2.645 3.335 -0.792 0.01
H -5.019 0.794 0.862 0.00
H -6.937 -0.192 2.101 0.00
H -6.529 -1.844 3.892 0.00
H -4.220 -2.531 4.427 0.00
H -2.307 -1.537 3.169 0.00
C 1.006 -2.805 -1.356 0.01
P 0.002 -1.698 -0.248 -0.01
C -1.631 -2.394 -0.728 0.01
C 0.459 -2.471 1.355 0.04
C 0.237 -3.814 1.633 -0.01
C 0.568 -4.350 2.870 0.00
C 1.141 -3.542 3.839 0.00
C 1.387 -2.204 3.565 -0.01
C 1.050 -1.653 2.334 0.03
P 1.363 0.116 1.927 0.01
C 3.167 0.206 2.313 0.01
C 0.711 1.020 3.387 0.01
H 0.654 -3.839 -1.324 0.00
H 2.050 -2.773 -1.047 0.00
H 0.939 -2.433 -2.380 0.00
H -1.720 -3.447 -0.456 0.00
H -1.701 -2.295 -1.812 0.00
H -2.440 -1.834 -0.272 0.00
H -0.203 -4.457 0.879 0.00
H 0.380 -5.397 3.075 0.00
H 1.391 -3.950 4.811 0.00
H 1.842 -1.584 4.329 0.00
H 3.387 -0.060 3.349 0.00
H 3.495 1.228 2.119 0.00
H 3.698 -0.457 1.634 0.00
H 0.889 0.485 4.322 0.00
H -0.360 1.162 3.252 0.01
H 1.200 1.993 3.430 0.00
Cl 4.250 -0.397 -6.778 0.00
C 3.167 -0.095 -5.437 0.00
C 1.862 0.352 -5.694 0.00
C 1.000 0.563 -4.653 0.00
C 1.356 0.297 -3.294 0.01
O 0.481 0.402 -2.386 0.04
C 2.722 -0.099 -3.063 -0.01
C 3.253 -0.310 -1.756 0.00
O 2.660 -0.285 -0.682 0.02
C 3.592 -0.291 -4.156 0.00
H 1.547 0.528 -6.715 0.00
H -0.007 0.917 -4.832 0.00
H 4.339 -0.526 -1.736 0.00
H 4.608 -0.616 -3.959 0.00
```

=====

4.
A cluster of 6 separate species, CH13O6 in total at a distorted geometry. Source: OMol25; level of theory: ωB97M-V with the def2-TZVPD basis set.

Computed properties:
energy relative to the best compared isomer or geometry (same formula, charge and spin) = 45.0 kcal per mole
HOMO level = -5.95 eV
total charge = -1

```
20
Properties=species:S:1:pos:R:3:nbo_charge:R:1
C -1.804 0.157 -1.620 -0.27
O -0.532 0.657 -2.064 -0.84
H -2.005 -0.860 -2.069 0.16
H -1.671 0.271 -0.504 0.17
H -2.689 0.763 -1.966 0.15
H 0.004 -1.186 0.584 0.51
H -1.473 -1.063 1.180 0.45
O -0.564 -1.071 1.471 -1.06
H 2.067 -1.607 0.249 0.52
H 2.979 -0.703 1.315 0.45
O 3.045 -1.533 0.688 -1.01
H 0.106 2.790 -0.415 0.45
H -0.130 2.410 -1.771 0.50
O 0.198 3.100 -1.212 -0.96
H 0.697 -2.128 -1.156 0.45
H 0.045 -0.050 -1.463 0.53
O 0.635 -1.241 -0.828 -1.20
H 1.071 0.288 2.762 0.48
H -0.482 0.323 3.318 0.50
O 0.502 0.683 3.500 -0.99
```

=====

5.
The molecule C2H4BrN at a distorted geometry. Source: OMol25; level of theory: ωB97M-V with the def2-TZVPD basis set.

Computed properties:
energy relative to the best compared isomer or geometry (same formula, charge and spin) = 31.0 kcal per mole
HOMO level = -9.88 eV
SMILES string = [H]/N=C(/C)Br

```
8
Properties=species:S:1:pos:R:3:nbo_charge:R:1
H 1.396 2.549 0.270 0.36
N 1.224 1.547 0.250 -0.64
C 0.189 1.234 -0.322 0.25
C -0.422 -0.542 -0.079 -0.59
Br -1.227 2.195 -1.254 -0.02
H -1.520 -0.314 -0.240 0.21
H -0.090 -0.777 0.984 0.23
H -0.060 -1.175 -0.788 0.20
```

=====

6.
A cluster of 2 separate species, C19H30N2O3 in total at a distorted geometry. Source: OMol25; level of theory: ωB97M-V with the def2-TZVPD basis set.

Computed properties:
energy relative to the best compared isomer or geometry (same formula, charge and spin) = 460.9 kcal per mole
HOMO level = -7.92 eV

```
54
Properties=species:S:1:pos:R:3:nbo_charge:R:1
C 5.110 2.110 -0.518 -0.22
H 5.309 1.814 -1.658 0.12
O 5.519 1.120 0.227 -0.49
C 4.555 -0.053 0.262 0.33
C 4.780 -1.175 1.101 -0.29
C 3.859 -2.171 1.427 -0.19
C 2.710 -2.334 0.726 -0.19
C 2.521 -1.227 -0.530 0.03
C 3.354 -0.145 -0.651 -0.28
H 3.246 0.506 -1.340 0.20
C 1.253 -1.117 -1.255 -0.31
N 0.334 -0.082 -1.088 -0.49
C -0.565 -0.135 -2.106 -0.23
C -1.706 -0.888 -1.880 -0.26
N -2.358 -1.024 -0.742 -0.43
C -1.462 -1.148 0.589 -0.24
H -1.852 -1.083 1.464 0.20
C -0.169 -0.269 0.446 -0.01
C -0.243 1.319 0.826 -0.47
H -1.066 1.810 0.370 0.24
H -0.818 1.151 1.803 0.21
C 0.852 2.085 1.111 -0.12
O 1.447 2.445 -0.261 -0.79
H 1.283 1.574 -0.682 0.48
H 0.823 3.102 1.251 0.24
H 1.804 1.415 1.489 0.19
H 0.638 -0.855 1.011 0.23
H -1.007 -1.999 0.452 0.19
C -3.723 -0.442 -0.315 -0.01
C -4.451 -1.249 0.648 -0.43
H -4.523 -2.143 0.219 0.22
H -4.067 -1.186 1.443 0.18
C -5.862 -0.577 0.670 -0.04
H -6.515 -1.255 1.384 0.17
O -5.905 0.673 1.031 -0.56
C -5.097 1.726 0.155 -0.08
C -3.654 1.077 -0.163 -0.32
H -3.206 1.200 1.250 0.11
H -3.183 1.745 -0.700 0.20
H -5.316 2.676 0.587 0.22
H -5.531 1.403 -0.718 0.17
H -6.528 -0.652 -0.091 0.16
H -4.243 -0.519 -1.371 0.18
H -2.526 -0.894 -2.649 0.23
H -1.426 -1.915 -2.201 0.16
H 0.037 -0.046 -2.992 0.24
H -0.908 0.943 -1.797 0.17
H 1.735 -1.386 -2.288 0.23
H 0.839 -2.192 -1.233 0.16
H 2.002 -2.983 0.727 0.18
H 4.144 -2.787 2.075 0.19
H 5.637 -0.834 1.843 0.23
H 4.240 2.560 -0.520 0.19
H 5.861 2.796 -0.274 0.19
```